A structure of composition C18H12Cl40O5PS at a distorted geometry, computed with ωB97M-V/def2-TZVPD.

The value obtained for the LUMO energy is 1.21 eV. As for the net charge: -1. Its HOMO energy is -4.3 eV.

CARTESIAN COORDINATES (ANGSTROEM)
Cl: -6.6820 -4.3542 6.3407
Cl: -1.2687 -3.8209 1.2045
Cl: -6.9662 -3.1298 -5.7211
Cl: -0.4726 -2.0783 -1.4947
Cl: 6.0483 -3.7973 -11.2911
Cl: 5.8289 -1.0736 -5.9553
Cl: -9.0490 0.2640 -5.8296
Cl: -11.2600 2.0449 -6.4662
Cl: -1.3680 -1.9918 -4.2617
Cl: -10.2355 1.9125 -3.7462
Cl: -0.0522 7.4744 6.5769
Cl: 4.3365 -4.1858 5.4828
Cl: 5.5630 -1.6412 4.7853
Cl: 3.3186 -0.4185 -7.2726
Cl: 1.7386 9.5336 5.5675
Cl: -4.3664 -2.8209 -4.4516
Cl: -5.4016 -5.5183 4.0017
Cl: -4.9256 -6.6547 6.6376
Cl: 4.7678 -2.6332 -8.9520
Cl: -6.1229 -0.5204 -4.7485
Cl: 2.7082 6.3579 -0.5463
Cl: 5.0024 5.0987 0.7253
Cl: -2.2848 -4.9027 3.7072
Cl: 3.4378 3.6274 -1.2377
Cl: 3.0538 -1.6917 6.2575
Cl: -4.8425 -1.6846 -7.0876
Cl: -2.4802 -2.0498 3.1697
Cl: 3.9245 -5.2425 -9.9246
Cl: 3.1154 -2.4883 3.4598
Cl: 1.7184 6.8948 4.3419
Cl: 5.1233 5.8426 -2.0850
Cl: 3.4048 -0.7369 -4.3817
Cl: -4.1362 -3.9265 1.6861
Cl: 6.5243 -4.9337 -8.6551
Cl: 1.2560 -3.0697 -3.6147
Cl: -8.6391 3.1445 -5.8437
Cl: -7.5253 -6.9635 5.3681
Cl: 2.8158 7.2498 7.0131
Cl: -1.1432 -4.5450 -2.8844
Cl: 3.7064 -3.0576 -6.1106
S: 2.1074 1.5654 4.8543
P: 0.3402 0.9327 4.3432
O: 0.4524 -0.7726 4.0114
O: -0.7862 1.0850 5.7087
O: 2.1254 -0.5161 -1.8668
O: 1.0284 0.8589 -0.1795
O: 0.3012 -1.1046 0.9943
C: -9.7959 1.8415 -5.4715
C: 1.5552 7.7881 5.8748
C: -5.5745 -2.0389 -5.5022
C: -0.4319 -2.9212 -3.0639
C: 2.1240 -0.0336 -0.5930
C: -6.1337 -5.8727 5.5870
C: 4.0172 -2.5017 4.9963
C: 0.8185 4.4008 3.0036
C: -2.5425 -3.6750 2.4419
C: -0.4701 1.9551 2.9079
C: 5.3162 -4.1517 -9.7057
C: -1.0138 0.9817 1.7066
C: 0.7081 2.9440 2.2507
C: 2.0017 5.2828 2.6504
C: 4.0647 -1.3217 -5.9301
C: 4.0679 5.2317 -0.7860
C: 0.1503 0.2388 0.8255
C: 3.4055 -0.4905 0.3389
H: 0.0442 4.8482 3.7602
H: 3.5660 -1.6614 0.1779
H: 3.2473 -0.3464 1.4895
H: -0.3974 -1.1477 3.6302
H: 1.9576 6.4585 2.6370
H: 0.3116 3.1754 1.1487
H: -1.7693 0.2231 2.1794
H: 2.9796 4.6785 2.3287
H: -1.6423 1.6821 0.9721
H: -0.4523 0.4686 6.4307
H: 1.7337 2.3913 2.1048
H: 4.4149 0.0101 -0.0194

Atoms 1-2, force components in eV/Å:
Cl 0.139 -0.375 -0.179
Cl -0.557 -0.010 0.523

These are the Löwdin partial charges, in e, on atoms 1 to 5:
1. Cl 0.514
2. Cl 0.540
3. Cl 0.502
4. Cl 0.594
5. Cl 0.506

***

A cluster of 2 separate species, C4H9N6 in total at a distorted geometry, computed with ωB97M-V/def2-TZVPD.

The value obtained for the LUMO energy (alpha / beta) is -5.66 / -4.94 eV. As for the net charge: +1. Its HOMO energy (alpha / beta) is -11.8 / -12.8 eV. As for the energy above the lowest of the compared OMol25 structures with the same formula, charge and spin: 56.53 kcal per mole.

CARTESIAN COORDINATES (ANGSTROEM)
N: -2.1097 -0.7756 -2.6076
N: -2.5455 -1.6700 -0.4773
N: 1.4808 2.1228 2.5934
N: 0.7936 1.3470 1.6213
N: 0.0439 -0.3200 -2.3688
N: 2.1231 -0.4852 1.9413
C: -1.0542 -0.2972 -3.1981
C: -0.2982 -0.8809 -1.1981
C: 1.1331 0.1182 1.3538
C: -1.7254 -1.1025 -1.3469
H: 0.8171 2.6024 3.1972
H: 2.6461 -0.0126 2.6741
H: 2.3584 -1.4379 1.7176
H: 0.0255 1.7736 1.1130
H: -3.4799 -1.9060 -0.7736
H: -2.2376 -1.8751 0.4589
H: -1.0263 0.0401 -4.2156
H: 0.9828 -0.0596 -2.6282
H: 2.0725 2.8185 2.1437

Atoms 1-2, force components in eV/Å:
N -0.665 0.159 -0.471
N 0.008 0.112 0.066

These are the natural (NBO) partial charges, in e, on atoms 1 to 5:
1. N -0.477
2. N -0.660
3. N -0.676
4. N -0.472
5. N -0.591

***

The molecule C4H4O2 at a distorted geometry, computed with ωB97M-V/def2-TZVPD.

The value obtained for the LUMO energy (alpha / beta) is 0.78 / -2.20 eV. Its HOMO energy (alpha / beta) is -6.7 / -10.7 eV. As for the energy above the lowest of the compared OMol25 structures with the same formula, charge and spin: 95.00 kcal per mole. The expectation value of S² is 2.00. Its spin multiplicity is 3.

CARTESIAN COORDINATES (ANGSTROEM)
O: 0.2511 -0.2081 1.7519
O: -0.2736 -1.5740 0.4831
C: -0.6552 -0.1597 0.6340
C: 0.4618 -1.5517 1.6537
C: -0.3476 0.7193 -0.6440
C: 0.8460 0.5608 -1.1749
H: -1.6270 -0.0846 0.9720
H: 1.0723 1.1439 -2.1228
H: 1.3918 -0.2444 -0.6409
H: -1.1196 1.3986 -0.9121

Atoms 1-2, force components in eV/Å:
O 1.360 3.770 2.805
O -1.230 -2.532 -2.513

These are the natural (NBO) partial charges, in e, on atoms 1 to 5:
1. O -0.577
2. O -0.580
3. C 0.372
4. C 0.553
5. C -0.259

***

A cluster of 2 separate species, C3H8OS in total at a distorted geometry, computed with ωB97M-V/def2-TZVPD.

The value obtained for the LUMO energy is 0.84 eV. Its HOMO energy is -8.8 eV. As for the energy above the lowest of the compared OMol25 structures with the same formula, charge and spin: 36.44 kcal per mole. As for the SMILES: C=CO.CS.

CARTESIAN COORDINATES (ANGSTROEM)
S: 1.8415 1.4127 0.9773
O: -0.5670 -1.6050 1.4409
C: -1.7017 -0.6466 -0.3284
C: 1.2181 1.3115 -0.7034
C: -0.8523 -1.5981 0.0907
H: -1.6378 -0.2645 -1.3438
H: -0.2656 -2.5330 1.5542
H: -0.2334 -2.1974 -0.5654
H: -2.2438 -0.0696 0.4122
H: 1.1128 2.3571 1.6073
H: 0.2109 1.7115 -0.6946
H: 1.9932 1.7905 -1.2937
H: 1.1251 0.3309 -1.1532

Atoms 1-2, force components in eV/Å:
S 0.688 -0.851 1.084
O 0.152 -2.508 -0.781

These are the natural (NBO) partial charges, in e, on atoms 1 to 5:
1. S -0.061
2. O -0.666
3. C -0.506
4. C -0.745
5. C 0.119

***

A cluster of 4 separate species, C36H69F6N2O18P3 in total at a distorted geometry, computed with ωB97M-V/def2-TZVPD.

The value obtained for the LUMO energy is -2.49 eV. Its HOMO energy is -9.2 eV. As for the SMILES: C#CC[C@](CCCCCCOC(=O)C=C)(C[C@H](O)C(F)(F)F)O[C@@](CCN(CC)C(C)=O)([C@@H](N)OCC)C(F)(F)F.COP(=O)(OC)OC.COP(=O)(OC)OC.COP(=O)(OC)OC.

CARTESIAN COORDINATES (ANGSTROEM)
P: -5.9757 2.0030 1.0950
P: 4.1058 -5.9743 2.8048
P: -5.0771 -5.5721 3.5472
F: 2.1732 0.5670 -4.2597
F: 1.9808 2.6208 -3.4357
F: -0.1233 0.8338 3.5295
F: 0.3299 -1.3353 3.6046
F: 0.2430 1.6534 -4.4238
F: -1.7894 -0.6596 3.0736
O: 0.4359 1.9314 -1.4255
O: 4.5110 -4.7584 1.9957
O: 0.0087 -1.1256 -3.5660
O: -6.2431 -6.8088 3.7516
O: 5.3110 -6.5299 3.7471
O: -7.3308 1.0369 0.6952
O: -5.6115 -4.9058 4.9319
O: -0.4579 -1.6644 0.8609
O: -5.7889 -5.0276 2.3254
O: 3.6037 -5.0042 4.1237
O: 2.4069 6.3652 -4.7716
O: -4.5628 2.9419 1.2355
O: -5.1777 0.6383 1.4821
O: 1.4982 6.9115 -2.7250
O: -6.6920 2.6150 2.2814
O: -3.7537 -4.5039 3.4699
O: 4.4585 -7.1164 1.5940
O: 5.2216 0.8109 -4.3934
N: 4.4234 -0.0963 -2.4300
N: -1.6491 0.4066 -2.6332
C: -1.4955 4.2737 -2.0017
C: 4.2989 7.4489 -1.8766
C: 2.1864 -4.8571 4.2412
C: -5.7278 -3.5032 5.0828
C: -0.6536 0.8205 0.6330
C: -0.3396 -0.2347 -2.4941
C: 3.9958 6.8166 -3.0534
C: 5.3707 -0.8930 -1.5850
C: -4.2601 3.7371 2.3705
C: 0.2594 7.2053 -3.4204
C: 1.6510 2.1263 0.8249
C: -0.4463 -0.3843 2.9168
C: 2.5398 6.6710 -3.6019
C: -0.4962 3.3083 0.2716
C: 1.3132 1.3853 -3.5743
C: 2.5040 3.3148 0.3344
C: 3.1388 4.1418 -0.2847
C: 6.6084 -6.7617 3.2321
C: -4.3090 0.5823 2.5966
C: -1.0883 -1.9197 -4.0297
C: -1.7138 5.6327 -2.7817
C: 5.2314 0.8763 -3.1810
C: -1.7984 -2.8110 -2.9251
C: 0.2907 1.9052 -0.0213
C: -8.0858 1.5135 -0.4218
C: -5.8105 -8.1030 3.3251
C: -0.3396 4.3681 -0.8943
C: -3.7235 -3.3572 2.6378
C: 2.0457 -0.0644 -1.6100
C: 0.0098 -0.3976 1.3835
C: -0.4747 5.8374 -3.7699
C: 0.8498 0.8039 -2.1414
C: 6.0769 2.0349 -2.5035
C: 5.1900 -6.8107 0.4178
C: 3.4668 0.6398 -1.5202
C: 4.6759 -2.1096 -0.8532
H: -1.8690 -1.3186 -4.6003
H: -6.4251 -3.3067 5.8989
H: -4.9334 -8.4146 3.8957
H: 5.3568 7.8102 -1.7257
H: 0.6889 4.4292 -1.3446
H: 1.7816 -4.3800 3.3434
H: 1.9717 -4.2310 5.1057
H: -5.5706 -8.0872 2.2578
H: -2.7199 -2.2715 -2.5281
H: 1.8653 -0.5532 -0.5992
H: 5.7251 -5.8672 0.4508
H: -3.2121 3.5577 2.6264
H: 6.9127 -5.9755 2.5375
H: 6.2535 1.7675 -1.4221
H: -0.1571 3.7655 1.2473
H: 0.3912 7.7733 -4.3823
H: 2.1767 -0.9476 -2.3132
H: 4.8263 6.4013 -3.6784
H: 6.2248 -1.3201 -2.1978
H: -6.1229 -3.0320 4.1798
H: 5.8680 -0.2567 -0.7799
H: -6.6162 -8.8143 3.4993
H: 6.6577 -7.7399 2.7508
H: 5.4395 -2.9145 -0.6040
H: -0.3683 7.8340 -2.7339
H: -4.3715 4.7915 2.1051
H: -0.8567 5.8405 -4.8288
H: -1.8680 0.6808 -3.5904
H: 0.2190 4.9519 -3.6213
H: 3.8826 -2.6306 -1.4683
H: -0.5111 5.3887 -0.4089
H: 3.9317 4.7550 -0.7802
H: 2.3042 1.2148 0.8712
H: -1.1232 -2.9588 -2.0384
H: -1.6174 3.1284 0.3674
H: -2.1713 -3.7590 -3.3980
H: -3.3402 -2.5260 3.2339
H: 4.2411 -1.8103 0.1547
H: -0.7061 -2.2732 1.5800
H: -8.9172 0.8325 -0.5958
H: 4.5073 -6.8127 -0.4357
H: 7.3097 -6.7635 4.0683
H: 7.0608 2.1181 -3.0539
H: -1.3216 3.4019 -2.6958
H: 1.7165 -5.8321 4.3843
H: -3.0268 -3.5371 1.8136
H: -2.4712 4.0416 -1.4575
H: 5.5387 3.0290 -2.5967
H: -2.3995 -0.1239 -2.1923
H: 3.5521 7.6750 -1.0740
H: -1.4247 0.3834 -0.0755
H: -4.1851 -0.4629 2.8809
H: 1.2987 2.3281 1.8849
H: -4.6879 -3.0606 2.2372
H: -7.4594 1.5434 -1.3154
H: -8.4784 2.5128 -0.2121
H: 3.8802 0.4683 -0.4706
H: -4.8605 3.5196 3.2479
H: -3.3279 0.9756 2.3310
H: -0.6555 -2.6291 -4.8051
H: -0.4158 -0.8871 -1.5591
H: 1.1283 -0.4485 1.4116
H: -1.2896 1.3363 1.4243
H: 3.4700 1.7516 -1.6750
H: -2.6803 5.5392 -3.3743
H: -1.8787 6.4686 -2.0457
H: -4.7189 1.1182 3.4561
H: 5.9227 -7.6084 0.2714
H: -4.7637 -3.0683 5.3531

Atoms 1-2, force components in eV/Å:
P -0.527 -1.092 8.959
P 7.635 4.578 -1.865

These are the Löwdin partial charges, in e, on atoms 1 to 5:
1. P 0.707
2. P 0.706
3. P 0.705
4. F 0.136
5. F 0.081

***

The molecule C2HFN2OS at a distorted geometry, computed with ωB97M-V/def2-TZVPD.

The value obtained for the LUMO energy is -0.44 eV. Its HOMO energy is -9.4 eV. As for the energy above the lowest of the compared OMol25 structures with the same formula, charge and spin: 50.92 kcal per mole. As for the SMILES: Fc1nc(=S)[nH]o1.

CARTESIAN COORDINATES (ANGSTROEM)
S: -0.7340 -1.3374 2.2169
F: 0.1633 2.2509 -1.0654
O: 0.5250 0.2116 -1.2968
N: -0.7571 0.8642 0.5291
N: 0.1905 -1.0266 -0.4986
C: -0.0670 1.2027 -0.5081
C: -0.4330 -0.5091 0.8252
H: 1.1122 -1.6563 -0.2023

Atoms 1-2, force components in eV/Å:
S 0.501 0.709 -1.877
F 0.018 5.252 -1.392

These are the natural (NBO) partial charges, in e, on atoms 1 to 5:
1. S 0.006
2. F -0.219
3. O -0.351
4. N -0.563
5. N -0.345

***

A cluster of 9 separate species, H17O9 in total at a distorted geometry, computed with ωB97M-V/def2-TZVPD.

The value obtained for the LUMO energy is 2.71 eV. As for the net charge: -1. Its HOMO energy is -5.5 eV. As for the energy above the lowest of the compared OMol25 structures with the same formula, charge and spin: 59.01 kcal per mole.

CARTESIAN COORDINATES (ANGSTROEM)
O: 1.6411 1.6802 2.9047
O: -2.1027 2.2020 0.8133
O: -0.6696 -1.2385 -0.3718
O: 0.5005 -2.6080 1.7952
O: 1.6078 2.9954 0.2024
O: 2.4512 0.7774 -2.4415
O: -0.0637 -3.9189 -0.7248
O: -1.7314 0.6678 -3.1057
O: -2.2825 -0.2808 1.3516
H: -1.3262 -1.9224 -0.4317
H: -1.4659 0.3528 -2.1729
H: 1.7611 0.9535 2.2911
H: 1.5464 1.0892 -2.6191
H: -1.4604 -0.1272 1.8325
H: 1.1444 -2.3757 1.1176
H: 2.3702 0.4132 -1.5251
H: -1.0537 0.2999 -3.6051
H: -1.1758 1.8561 0.7168
H: -2.5401 1.2604 0.6650
H: 1.8032 3.8104 -0.2121
H: 0.8646 2.0855 2.5615
H: 1.7889 2.2935 -0.4060
H: -0.3824 -2.5294 1.3675
H: -1.6243 -0.7315 0.6847
H: -0.0067 -3.9224 0.3053
H: 0.4061 -3.0825 -0.9936

Atoms 1-2, force components in eV/Å:
O 0.793 -0.631 0.506
O 0.446 -2.282 -0.958

These are the natural (NBO) partial charges, in e, on atoms 1 to 5:
1. O -0.936
2. O -0.997
3. O -1.284
4. O -0.970
5. O -0.941

***

The molecule C8H10N4O at a distorted geometry, computed with ωB97M-V/def2-TZVPD.

The value obtained for the LUMO energy is -0.53 eV. Its HOMO energy is -7.8 eV. As for the energy above the lowest of the compared OMol25 structures with the same formula, charge and spin: 164.31 kcal per mole. As for the SMILES: CN(C)c1ccc2nonc2c1N.

CARTESIAN COORDINATES (ANGSTROEM)
O: 3.4715 -0.2587 -0.2786
N: -0.4988 -2.1880 -0.2736
N: -2.3889 -0.1049 -0.2303
N: 2.3158 -1.1973 -0.1295
N: 2.9537 0.8358 0.1516
C: -0.5619 1.6670 0.0953
C: -2.7080 -0.9598 1.0556
C: -0.1105 -0.8666 -0.0499
C: 0.7849 1.8838 0.2911
C: -3.3555 1.0198 -0.6894
C: 1.6637 0.7710 0.1623
C: -0.9746 0.3162 -0.1668
C: 1.2370 -0.5429 0.1978
H: -2.8650 1.4769 -1.6734
H: 1.0565 2.9855 0.3305
H: -3.4920 -1.5061 1.0476
H: -2.7779 -0.2119 1.7722
H: -1.1022 2.6702 0.3943
H: -1.6756 -1.6914 0.9105
H: 0.1560 -2.6859 -0.8460
H: -3.8637 1.7837 -0.1360
H: -4.2155 0.3784 -0.9768
H: -1.5155 -2.2804 -0.5976

Atoms 1-2, force components in eV/Å:
O -4.341 -2.792 2.480
N -1.990 0.371 -0.555

These are the natural (NBO) partial charges, in e, on atoms 1 to 5:
1. O -0.101
2. N -0.823
3. N -0.471
4. N -0.154
5. N -0.029

***

Which formula does entry 6 have? C2HFN2OS

***

Repeat the sixth record exactly.
The molecule C2HFN2OS at a distorted geometry, computed with ωB97M-V/def2-TZVPD.

The value obtained for the LUMO energy is -0.44 eV. Its HOMO energy is -9.4 eV. As for the energy above the lowest of the compared OMol25 structures with the same formula, charge and spin: 50.92 kcal per mole. As for the SMILES: Fc1nc(=S)[nH]o1.

CARTESIAN COORDINATES (ANGSTROEM)
S: -0.7340 -1.3374 2.2169
F: 0.1633 2.2509 -1.0654
O: 0.5250 0.2116 -1.2968
N: -0.7571 0.8642 0.5291
N: 0.1905 -1.0266 -0.4986
C: -0.0670 1.2027 -0.5081
C: -0.4330 -0.5091 0.8252
H: 1.1122 -1.6563 -0.2023

Atoms 1-2, force components in eV/Å:
S 0.501 0.709 -1.877
F 0.018 5.252 -1.392

These are the natural (NBO) partial charges, in e, on atoms 1 to 5:
1. S 0.006
2. F -0.219
3. O -0.351
4. N -0.563
5. N -0.345